The following is a quantum chemistry calculation of a cluster of 7 separate species, C46H43BrF6O4 in total in a non-equilibrium geometry, from the Open Molecules 2025 dataset.

- Multiplicity: 1
- E: -142933.03913 eV
- E_LUMO: -1.51 eV
- HOMO level: -0.3326 Eh

Cartesian coordinates (Å):
C  -1.7956  1.5403  4.5111
C  -2.8814  0.7844  3.5918
C  -2.7414  1.2016  2.0205
O  -1.6445  0.4020  1.5001
C  -1.1703  0.8827  0.2541
C  0.1251  1.4371  0.0816
C  1.3393  1.6842  1.0855
Br  1.4204  0.4258  2.6233
C  1.4557  3.2084  1.6293
C  0.1042  4.0696  1.4832
C  0.3580  1.8346  -1.4438
O  1.3720  2.3612  -1.9648
O  -0.8580  1.4146  -2.0996
C  -1.8568  0.9334  -1.1919
O  -3.0223  0.5999  -1.5279
H  -1.0836  0.7890  5.0262
H  -2.3557  2.0896  5.3375
H  -1.1355  2.2353  3.8767
H  -3.9678  0.9185  3.9184
H  -2.6024  -0.3391  3.6170
H  -3.7536  1.0038  1.5061
H  -2.5665  2.3315  2.0010
H  2.3049  1.5030  0.4722
H  2.2497  3.7322  0.9736
H  1.7480  3.2134  2.7358
H  0.1279  4.8912  2.3013
H  0.1162  4.6449  0.4800
H  -0.8582  3.4784  1.6457
F  3.1544  -4.1656  -4.6049
C  2.6841  -2.9567  -4.2499
C  2.7073  -1.9202  -5.1696
C  2.2162  -0.6706  -4.8040
C  1.7174  -0.4703  -3.5187
C  1.7037  -1.5180  -2.6017
C  2.1846  -2.7702  -2.9705
H  3.1068  -2.0931  -6.1621
H  2.2225  0.1456  -5.5183
H  1.3396  0.5033  -3.2338
H  1.3184  -1.3592  -1.5992
H  2.1735  -3.5995  -2.2724
F  5.4790  -7.5388  -0.3034
C  4.6744  -7.6747  -1.3696
C  4.4509  -6.5851  -2.1974
C  3.6210  -6.7270  -3.3054
C  3.0157  -7.9550  -3.5661
C  3.2436  -9.0408  -2.7250
C  4.0820  -8.9020  -1.6234
H  4.9241  -5.6358  -1.9736
H  3.4455  -5.8819  -3.9642
H  2.3649  -8.0641  -4.4281
H  2.7682  -9.9950  -2.9273
H  4.2777  -9.7388  -0.9630
F  1.3865  -0.9541  -7.9048
C  0.4341  -0.1284  -8.3681
C  -0.2240  0.7150  -7.4861
C  -1.2071  1.5739  -7.9672
C  -1.5283  1.5717  -9.3227
C  -0.8642  0.7168  -10.1981
C  0.1266  -0.1344  -9.7196
H  0.0335  0.6968  -6.4334
H  -1.7230  2.2434  -7.2871
H  -2.2986  2.2390  -9.6965
H  -1.1184  0.7135  -11.2529
H  0.6599  -0.8002  -10.3881
F  -9.5854  3.5395  -1.9069
C  -8.4952  2.7664  -2.0340
C  -7.2396  3.3543  -2.0336
C  -6.1095  2.5524  -2.1603
C  -6.2484  1.1732  -2.2966
C  -7.5145  0.5943  -2.3007
C  -8.6446  1.3944  -2.1631
H  -7.1516  4.4301  -1.9347
H  -5.1217  3.0012  -2.1535
H  -5.3665  0.5494  -2.3998
H  -7.6212  -0.4798  -2.4112
H  -9.6375  0.9599  -2.1552
F  -2.2005  1.2317  7.3627
C  -1.6686  0.1186  7.8943
C  -0.4163  -0.3062  7.4764
C  0.1355  -1.4565  8.0316
C  -0.5756  -2.1747  8.9902
C  -1.8340  -1.7416  9.3985
C  -2.3818  -0.5855  8.8520
H  0.1189  0.2609  6.7238
H  1.1177  -1.7933  7.7176
H  -0.1462  -3.0744  9.4196
H  -2.3882  -2.3044  10.1423
H  -3.3563  -0.2290  9.1646
F  2.3276  2.3669  4.8189
C  3.5480  2.8939  5.0092
C  3.7299  4.2605  4.8630
C  4.9933  4.8070  5.0649
C  6.0623  3.9792  5.4000
C  5.8687  2.6075  5.5392
C  4.6034  2.0619  5.3483
H  2.8878  4.8878  4.5937
H  5.1453  5.8761  4.9606
H  7.0486  4.4058  5.5531
H  6.7032  1.9637  5.7963
H  4.4326  0.9976  5.4610

Mulliken atomic charge list, values in e, 4 entries:
1. C -0.0780
2. C -0.6937
3. C -0.2219
4. O -0.3552


The following is a quantum chemistry calculation of a structure of composition C4H5CuMgO in a non-equilibrium geometry, from the Open Molecules 2025 dataset.

- Relative energy (zero: lowest compared OMol25 entry of this formula, charge and spin): 59.4 kcal/mol
- Multiplicity: 2
- E: -56347.20472 eV
- Charge: +1
- E_LUMO (spin up / spin down): -5.13 / -6.19 eV
- HOMO level (spin up / spin down): -0.4148 / -0.4147 Eh

Cartesian coordinates (Å):
C  0.5153  2.0667  0.9090
C  1.2819  3.0226  0.7921
H  2.0514  3.7711  0.6894
C  0.2000  -0.2964  -1.0813
C  -0.5235  -1.4578  -0.5292
O  -1.0620  -1.4537  0.6083
Cu  -0.5261  0.1894  2.1554
H  -0.5412  0.2919  -1.6500
H  0.9192  -0.3157  -0.1596
H  0.8741  -0.6430  -1.8794
H  -0.8538  -2.2243  -1.2517
Mg  -2.3353  -2.9509  1.3971

Mulliken atomic charge list, values in e, 4 entries:
1. C -1.0183
2. C 0.1978
3. H 0.4037
4. C -0.9272


The following is a quantum chemistry calculation of a cluster of 2 separate species, C2H4BrN in total in a non-equilibrium geometry, from the Open Molecules 2025 dataset.

- Relative energy (zero: lowest compared OMol25 entry of this formula, charge and spin): 97.3 kcal/mol
- Multiplicity: 1
- E: -73666.77446 eV
- E_LUMO (spin up / spin down): -1.03 / 0.17 eV
- HOMO level (spin up / spin down): -0.3275 / -0.3087 Eh

Cartesian coordinates (Å):
C  -0.9703  -0.5288  0.0234
C  1.5209  1.0812  -0.3169
N  -0.8020  -1.5564  0.5583
Br  -2.6117  0.4563  -0.5105
H  1.0615  0.4018  -0.9993
H  1.9805  0.5225  0.5574
H  1.0439  2.0559  -0.1922
H  -1.2228  -2.4325  0.8798

Mulliken atomic charge list, values in e, 4 entries:
1. C 0.1561
2. C -0.7513
3. N -0.3080
4. Br -0.1646


The following is a quantum chemistry calculation of a structure of composition C26H43F5P2Ti in a non-equilibrium geometry, from the Open Molecules 2025 dataset.

- Relative energy (zero: lowest compared OMol25 entry of this formula, charge and spin): 0.0 kcal/mol
- Multiplicity: 2
- E: -82931.84883 eV
- Charge: +1
- E_LUMO (spin up / spin down): -2.82 / -2.66 eV
- HOMO level (spin up / spin down): -0.3821 / -0.4045 Eh

Cartesian coordinates (Å):
Ti  -0.2209  0.2063  -0.8182
C  -0.8820  -1.7886  0.3335
C  0.5053  -1.8411  -0.0863
C  0.3176  -0.3899  1.7352
C  -0.9683  -0.9434  1.4883
C  1.2415  -0.9411  0.7796
C  -2.0006  -2.6535  -0.1339
H  -1.7630  -3.1609  -1.0709
H  -2.9152  -2.0661  -0.2868
H  -2.2486  -3.4310  0.5996
C  -2.1068  -0.8978  2.4334
H  -3.0425  -1.1532  1.9163
H  -2.2166  0.0864  2.8725
H  -1.9735  -1.6199  3.2555
C  0.6998  0.4514  2.8852
H  0.9169  -0.1508  3.7768
H  -0.1100  1.1403  3.1461
H  1.5892  1.0508  2.6656
C  2.7239  -0.8356  0.8631
H  3.1063  -1.3206  1.7758
H  3.0428  0.2130  0.8995
H  3.2083  -1.3232  0.0061
C  1.1355  -2.8737  -0.9654
H  1.6640  -3.6411  -0.3727
H  1.8831  -2.4243  -1.6283
H  0.3884  -3.3946  -1.5759
C  -1.9086  1.1141  -5.7631
C  -1.9621  -0.2332  -5.7568
C  -1.2144  -1.0991  -6.7484
C  0.2357  -0.6578  -6.9943
C  0.9232  -0.0728  -5.7981
C  1.1150  1.2572  -5.6542
C  0.3073  2.3205  -6.3552
C  -1.1457  1.9421  -6.7447
H  -1.7781  -1.0797  -7.7100
H  0.2729  0.0273  -7.8619
H  -1.2238  -2.1544  -6.4211
H  -1.1664  1.4830  -7.7495
H  -2.5950  1.6797  -5.1227
H  -2.7654  -0.7584  -5.2174
H  -1.7074  2.8915  -6.8389
H  0.2631  3.2375  -5.7377
H  2.0278  1.6270  -5.1769
H  0.8348  2.6254  -7.2854
H  0.8075  -1.5530  -7.2980
H  1.4927  -0.7785  -5.1927
P  -1.5004  0.1122  -2.7099
P  1.7060  1.4223  -1.6506
C  -0.6337  1.5943  -3.3481
C  0.6367  2.3171  -2.8341
H  -1.3811  2.3677  -3.5758
H  -0.3382  1.1212  -4.2840
H  1.3044  2.5601  -3.6741
H  0.3620  3.2744  -2.3753
C  2.5908  2.6530  -0.6921
H  3.2057  2.1725  0.0827
H  1.8660  3.3131  -0.1915
H  3.2311  3.2416  -1.3659
C  2.8973  0.4215  -2.5665
H  3.3084  1.0052  -3.3947
H  2.4290  -0.4859  -2.9697
H  3.7116  0.1044  -1.8946
C  -3.2492  0.3024  -2.7163
H  -3.6798  -0.5031  -2.1069
H  -3.6058  0.2454  -3.7488
H  -3.5273  1.2577  -2.2556
C  -0.7973  -1.4245  -3.3213
H  0.2314  -1.6234  -2.9949
H  -0.7685  -1.3920  -4.4112
H  -1.4315  -2.2588  -3.0032
F  -1.4610  3.0115  -1.0335
C  -1.2355  2.1805  0.0755
F  -0.2794  2.8498  0.8400
C  -2.5594  2.2610  0.8675
F  -3.2020  3.4402  0.6866
F  -3.4321  1.2717  0.4920
F  -2.3296  2.1323  2.2021

Mulliken atomic charge list, values in e, 4 entries:
1. Ti -1.0633
2. C 0.7892
3. C 0.7451
4. C 0.1759